The molecule C17H24N2O7S2 at a distorted geometry. Source: OMol25; level of theory: ωB97M-V/def2-TZVPD.

Calculated values
ΔE to the lowest compared entry with this formula, charge and spin (kJ/mol): 8.03
HOMO (eV): -8.45
SMILES: COC(=O)CCSCC(=O)Nc1ccc(S(=O)(=O)N2CCOCC2)cc1OC
Calculated total energy (eV): -57001.480
Gap between HOMO and LUMO (eV): 8.9

Last column: Mulliken charge in e.
Positions of all 52 atoms, in Å:
C -1.99 2.53 2.10  -0.370
H -2.22 3.39 2.72  0.238
H -1.60 2.85 1.12  0.049
H -2.88 1.92 1.94  0.286
O -1.01 1.78 2.81  -0.385
C -0.39 0.81 2.15  0.318
O -0.58 0.55 0.99  -0.373
C 0.57 0.06 3.04  -0.088
C -0.22 -0.98 3.86  -0.854
H -0.52 -0.56 4.81  0.536
H -1.10 -1.31 3.31  0.378
S 0.79 -2.48 4.19  -0.180
C -0.22 -3.74 3.35  -0.752
C -0.66 -3.32 1.95  0.448
O -1.81 -3.42 1.60  -0.629
N 0.36 -2.82 1.21  -0.066
C 0.28 -2.16 -0.02  0.029
C -0.84 -2.17 -0.83  -0.673
C -0.85 -1.45 -2.01  -0.698
C 0.27 -0.74 -2.38  -0.249
C 1.41 -0.73 -1.60  -0.757
C 1.43 -1.43 -0.41  1.096
O 2.49 -1.47 0.46  -0.551
C 3.67 -0.78 0.11  -1.007
H 4.08 -1.16 -0.83  0.395
H 4.37 -0.98 0.92  0.295
H 3.49 0.29 0.03  0.339
H 2.26 -0.17 -1.95  0.642
S 0.27 0.23 -3.88  1.269
O 1.64 0.38 -4.30  -0.733
O -0.68 -0.33 -4.79  -0.737
N -0.27 1.76 -3.51  0.124
C -1.67 1.94 -3.20  -0.986
H -1.99 2.88 -3.67  0.338
C -1.90 2.01 -1.69  0.242
H -1.70 1.04 -1.23  -0.128
O -1.07 2.99 -1.10  -0.535
C 0.29 2.69 -1.31  0.470
H 0.52 1.72 -0.85  -0.337
C 0.61 2.66 -2.81  -1.023
H 0.48 3.66 -3.23  0.338
H 1.63 2.33 -2.99  0.424
H 0.86 3.48 -0.81  0.476
H -2.93 2.31 -1.48  0.460
H -2.21 1.11 -3.66  0.397
H -1.71 -1.45 -2.66  0.526
H -1.71 -2.73 -0.51  0.536
H 1.27 -2.76 1.65  0.278
H 0.41 -4.63 3.29  0.399
H -1.10 -3.97 3.95  0.371
H 1.09 0.75 3.71  0.503
H 1.30 -0.44 2.40  -0.091